[1]
{"formula": "C38H78CrO26", "method": "the ωB97M-V functional and the def2-TZVPD basis", "orbital_gap_ev": [7.83, 8.03], "total_energy_ev": -122323.374, "e_homo_ev": [-7.761, -8.017], "multiplicity": 5, "total_charge": 0, "lumo_energy_ev": [0.065, 0.011], "elements": ["C", "O", "H", "O", "H", "H", "C", "H", "C", "H", "H", "C", "H", "O", "H", "H", "H", "H", "Cr", "H", "H", "H", "O", "H", "O", "H", "C", "H", "H", "C", "C", "H", "H", "C", "H", "O", "C", "H", "H", "H", "O", "H", "O", "C", "C", "O", "O", "C", "C", "H", "C", "H", "H", "H", "H", "C", "H", "H", "C", "C", "H", "H", "C", "H", "H", "H", "H", "C", "H", "C", "C", "O", "C", "O", "O", "H", "C", "O", "O", "O", "H", "H", "H", "H", "H", "O", "H", "O", "H", "H", "H", "H", "H", "C", "H", "O", "H", "H", "H", "H", "H", "C", "H", "O", "C", "H", "H", "C", "O", "C", "H", "C", "C", "H", "H", "H", "C", "H", "H", "C", "O", "H", "O", "H", "O", "C", "H", "H", "H", "H", "C", "O", "C", "H", "H", "C", "C", "H", "C", "H", "O", "H", "H"], "positions_angstrom": [[0.38098, 3.08983, 4.72282], [3.40395, 4.81516, 1.06260], [-4.01842, -0.41804, -3.10854], [-1.25340, 5.34347, 5.02823], [-1.39068, 6.78080, 8.50853], [3.35452, 3.81892, 4.14286], [-3.03898, -1.02726, 4.52862], [3.76585, -1.48186, -2.13529], [-1.53445, 5.95461, 1.87057], [-0.24778, -5.21281, 2.23403], [6.50550, -1.83502, -8.26762], [-0.44302, 1.81934, 4.65957], [-1.90758, 5.23979, 2.60399], [1.11560, -4.87596, -0.27618], [-6.50870, -2.44392, -0.24662], [-3.93917, 3.45175, -1.58726], [1.81343, 0.31163, -0.67083], [-1.92264, -1.34121, 0.68992], [-0.53151, -3.63555, -1.22879], [-3.60956, -1.26981, 3.63212], [0.80853, -4.75828, 7.86563], [-0.31584, 1.41083, 5.66209], [-3.44178, 4.56778, 0.62705], [-1.56622, 0.31215, 1.30709], [5.45560, -1.12471, -4.28020], [1.80118, 3.26190, -6.15314], [2.15824, -5.28404, 0.20753], [-4.08632, -2.19378, 0.50234], [-0.58773, 6.14816, 2.37490], [5.63179, -1.61191, -7.65529], [-2.36092, 4.68948, 0.08271], [4.01704, -8.42989, -0.23647], [3.33583, -0.00032, -3.05026], [-2.89053, 3.41529, -1.88243], [2.50976, 4.24941, -2.71496], [-1.81632, 4.20469, -5.32394], [-1.14332, -0.64244, 0.99402], [2.78736, -9.56152, -0.74524], [3.29423, -8.18530, -1.83174], [-3.77249, -1.42677, 5.22894], [-1.97953, 4.13521, -1.12207], [-1.05095, -6.38803, 1.22851], [0.22527, 3.86004, 5.94975], [-6.09362, -3.22539, 0.38988], [-2.68565, -4.32274, 1.29271], [-1.33143, -2.03737, 5.86055], [-1.77189, -3.93597, 0.49127], [-0.82517, 4.68556, -4.76305], [-0.11462, -0.66489, -0.13667], [2.69720, 2.62401, -1.88292], [3.61389, 3.22640, 3.26550], [-0.26315, 1.02639, 3.93364], [-1.81137, -1.33689, -3.34888], [-1.39656, 7.17209, -6.05991], [1.42302, 2.77191, 4.68842], [-0.44897, -3.03752, 6.16293], [-2.97263, 0.04028, 4.73852], [-0.97967, -6.45504, 3.04818], [-2.62028, -2.06382, -3.27575], [3.10194, -1.05209, -2.88537], [3.75114, 2.21196, 3.63989], [1.38456, -7.31667, -0.97168], [-4.52800, -3.17690, 0.33958], [-6.51272, -4.18371, 0.08317], [-2.83021, 3.73570, -2.92253], [4.58917, 3.60176, 2.95560], [5.59316, -0.60007, -7.25182], [1.79449, 2.67511, -5.23458], [3.98171, -2.63546, 1.01608], [-1.80705, -1.87300, 4.49917], [-0.68982, 4.80601, 5.99082], [3.08152, -4.52371, 0.79860], [1.06575, -3.69980, 7.90520], [2.50879, 3.29408, 2.39412], [4.32867, -2.35136, -5.79683], [-0.74806, -0.33167, -0.95875], [0.86776, 0.49426, -0.16048], [2.71224, -6.47917, 0.24557], [0.53359, -1.89239, -0.47112], [-1.39166, 5.38730, 0.57796], [3.51160, 4.06605, -1.35309], [0.53254, 3.65699, -1.19035], [-1.66967, -2.47926, -5.24902], [-1.58152, 7.33793, 6.89439], [-4.75513, -1.99407, -3.11510], [0.24245, 3.99498, -4.23569], [2.37277, -2.63692, 1.37942], [-3.95204, -4.03276, 1.34855], [1.56968, -8.20901, 0.61869], [2.05629, -1.11088, -2.58326], [-0.99002, -1.31557, 4.04111], [0.48201, 1.30913, -0.77309], [-1.23309, 7.99257, -4.49915], [-1.53475, 6.42514, 7.48831], [-1.83327, 1.68279, -2.66222], [-0.61835, 5.97937, -4.43932], [2.16249, 1.66367, -5.40685], [1.04773, 0.87788, 0.84378], [2.75995, -2.74780, -0.33510], [2.50772, 3.08494, -4.51943], [-2.97884, -1.49939, -5.32339], [5.50328, -2.68615, -6.58331], [6.41576, -2.84657, -6.00908], [-0.60547, 5.42036, 7.17931], [0.41445, 2.56985, -4.50407], [-2.05588, 1.64930, -0.88462], [1.30121, -3.52356, 8.95477], [-1.13883, -5.83677, 2.16472], [-2.39094, -5.15386, 2.24472], [2.57485, 3.70171, -1.77481], [-6.36887, -3.16969, 1.44308], [-2.64660, -2.38124, -4.77563], [4.46282, -1.73042, -4.64891], [-4.26768, -3.55053, -0.65074], [-2.54361, 6.02662, 7.38122], [0.44611, 2.10705, -3.51771], [-2.48342, 1.96819, -1.83521], [-3.36917, 1.33869, -1.92048], [5.28234, -3.55861, -7.19821], [1.44426, 4.12677, -0.82133], [1.55975, 3.53326, 0.47089], [-2.49885, 6.76805, -4.86452], [-0.07350, -3.93255, 5.43752], [-3.88408, -1.40696, -1.64768], [-2.18915, -3.21510, -2.55821], [-3.89861, -1.43581, -2.73721], [-1.48548, 2.13670, 4.68493], [4.70861, -1.73076, -8.22249], [-3.31736, -3.17505, -5.10434], [1.33854, 5.20472, -0.69904], [-1.44914, 7.03825, -4.97944], [3.27593, -1.77869, -4.02035], [3.05578, -3.08560, 0.65811], [-0.55758, -0.92963, 1.86725], [-2.33923, 6.67513, 1.72472], [3.09621, -8.51839, -0.81295], [2.05613, -7.64937, -0.18022], [-0.39482, 2.18361, -5.12374], [2.53920, 4.00030, 1.30599], [0.27867, 3.57183, 3.75055], [0.00313, -2.81614, 7.44992], [1.81643, -3.47737, 7.14684], [-1.92630, -2.76583, 3.88539]]}



[2]
{"formula": "C4H8O", "method": "the ωB97M-V functional and the def2-TZVPD basis", "orbital_gap_ev": 10.48, "relative_energy_ev": 1.424, "total_energy_ev": -6323.744, "e_homo_ev": -9.478, "total_charge": 0, "lumo_energy_ev": 0.999, "smiles": "CC(C)C=O", "elements": ["H", "H", "C", "H", "H", "O", "H", "H", "C", "C", "H", "H", "C"], "positions_angstrom": [[-0.73556, -1.13283, -1.89002], [0.62078, -1.74441, -0.87714], [1.22216, 1.03473, 0.37139], [-0.48932, 1.17411, -0.94917], [1.86518, 1.62014, -0.30078], [-0.65792, -0.44709, 1.84819], [-2.04778, 0.01020, 0.41238], [-1.00209, -1.77899, -0.30972], [-0.28914, -1.14559, -0.89205], [-0.05892, 0.41503, -0.27328], [1.82339, 0.29359, 0.89507], [0.90760, 1.75145, 1.15363], [-1.00414, 0.01485, 0.78565]]}



[3]
{"formula": "C19H20N2O5", "method": "the ωB97M-V functional and the def2-TZVPD basis", "orbital_gap_ev": 7.87, "relative_energy_ev": 20.278, "total_energy_ev": -33227.000, "e_homo_ev": -8.665, "total_charge": 0, "lumo_energy_ev": -0.792, "elements": ["H", "C", "O", "H", "C", "O", "H", "H", "O", "H", "H", "H", "C", "H", "C", "H", "H", "C", "H", "C", "C", "H", "H", "C", "C", "C", "H", "H", "C", "C", "N", "C", "O", "H", "C", "C", "H", "C", "H", "N", "O", "H", "C", "C", "H", "C"], "positions_angstrom": [[-3.50391, 2.63301, 1.54133], [-1.88101, -2.16181, 1.65420], [3.66425, -1.52841, 0.48709], [-1.72140, -1.45869, 2.56005], [3.69533, 1.82386, -0.56078], [-2.79801, 0.98081, -1.11629], [6.61115, 1.64543, 1.03009], [-3.06876, -0.89517, -1.21734], [2.31659, -3.29483, 0.38153], [5.24970, 3.19224, -0.14573], [-2.43314, -3.06455, 1.78947], [-4.47064, 0.65012, -0.15379], [-3.36476, 0.98907, 0.06286], [-1.62105, -2.73075, -2.06042], [-3.04782, -1.69659, -0.37437], [-1.05028, 1.90506, -1.53164], [-3.85008, -2.54912, -0.43423], [-0.36759, -2.28923, 0.97470], [1.51508, 0.79070, -1.42238], [-2.01719, 2.77835, -0.13163], [1.61876, -0.99320, -0.71071], [0.25418, -1.47558, 1.39962], [-2.40831, 2.65286, -2.10525], [5.34291, 0.09800, 0.61630], [4.07005, -0.26998, 0.55686], [0.48773, -1.62190, -1.27538], [-1.93508, -3.57314, -0.83005], [2.98609, 2.72390, -1.12778], [1.96788, 0.14725, -0.99564], [-3.42888, 2.68279, 0.57707], [-0.37057, -2.13744, -0.46921], [2.37060, -1.92644, 0.11911], [0.18355, -1.47299, -2.37934], [0.04846, -3.37893, 1.17940], [-1.84452, -2.67721, -0.78923], [4.91446, 2.25471, -0.04206], [-1.96745, 4.12711, -0.10643], [3.28939, 0.67906, -0.35845], [-1.12154, 2.74155, 0.56602], [-2.67935, -1.31926, 0.91166], [-2.27681, 0.56678, 2.02486], [-4.23330, 3.09019, 0.25170], [5.78661, 1.59299, 0.65463], [-2.68969, 0.13633, 0.94606], [5.78069, -0.57013, 1.53580], [-2.00229, 2.20316, -1.48227]]}